# 1
A gas-phase ion, C9H21N2O2 (charge +1) in a non-equilibrium geometry. Source: OMol25; level of theory: ωB97M-V/def2-TZVPD.

Summary:
HOMO-LUMO gap	0.3600	Eh
SMILES	C/C=C(/N(C)C)[N@@H+]([C@H](C)O)[C@@H](C)O
energy above the lowest of the compared OMol25 structures with the same formula, charge and spin	0.00	kJ/mol
LUMO	-2.49	eV
E_HOMO	-0.452	hartree
net charge	+1

```
34
Properties=species:S:1:pos:R:3:forces:R:3:lowdin_charge:R:1
O 2.3325 -1.0929 1.2147 0.35 0.03 0.09 0.022
O 2.0691 -0.7762 -1.5094 0.35 -0.52 -0.07 0.018
N -1.4587 -0.8842 -0.6368 -0.05 -0.32 0.13 -0.206
N 0.6475 0.1369 0.1864 -2.00 1.00 -0.71 0.087
C 2.6055 1.4346 -0.6652 -0.05 -0.19 -0.17 0.008
C 1.5561 0.3975 -1.0348 0.29 0.62 -0.16 -0.378
C 0.9669 -1.1146 0.9511 -0.48 -0.34 0.16 -0.374
C -1.0427 -1.5214 -1.8782 0.04 0.10 -0.11 -0.025
C -2.8558 -1.1210 -0.3198 -0.18 0.00 0.03 -0.053
C -1.4981 1.4697 -0.0261 0.11 0.00 -0.15 -0.060
C -1.0031 2.6866 0.6758 0.01 0.01 -0.03 -0.060
C -0.9148 0.3008 -0.2476 1.61 -0.44 0.81 -0.216
C 0.1205 -1.1741 2.2067 0.11 -0.06 -0.17 0.017
H -0.9350 -1.2523 1.9699 -0.09 0.01 -0.04 0.082
H -3.5319 -0.6959 -1.0682 -0.04 0.02 0.00 0.099
H -2.4998 1.5663 -0.4238 -0.12 -0.17 -0.04 0.128
H 2.1445 2.3686 -0.3504 -0.05 0.08 0.05 0.089
H 3.2587 1.0616 0.1213 0.01 -0.01 0.07 0.090
H -0.0927 2.5335 1.2527 0.07 0.09 0.09 0.067
H 0.8908 0.7918 -1.8127 0.08 -0.10 0.26 0.162
H -0.8254 3.4851 -0.0440 0.07 0.08 0.01 0.093
H 2.5051 -0.8805 2.1413 -0.05 -0.04 -0.09 0.126
H 0.4039 -2.0516 2.7828 0.03 -0.06 0.01 0.105
H 0.7883 0.9375 0.8104 0.05 -0.28 -0.01 0.131
H -3.0985 -0.6989 0.6537 0.02 0.02 0.00 0.095
H 3.2110 1.6412 -1.5461 -0.03 0.01 -0.02 0.104
H 2.8380 -1.0524 -0.9842 -0.14 0.11 -0.08 0.124
H 0.2809 -0.2886 2.8222 0.02 0.10 0.07 0.101
H -1.7765 3.0401 1.3563 0.07 0.05 0.09 0.091
H 0.0357 -1.5102 -1.9871 0.08 -0.04 -0.02 0.070
H 0.7637 -1.9567 0.2815 -0.01 0.29 0.12 0.161
H -1.4920 -1.0272 -2.7432 -0.02 0.03 -0.10 0.105
H -3.0163 -2.1986 -0.2868 -0.07 0.02 -0.02 0.096
H -1.3777 -2.5545 -1.8624 0.02 -0.09 -0.01 0.099
```
Positions in Å, forces in eV/Å.

---

# 2
2 unconnected molecules or ions with the total composition C9H21N3 in a non-equilibrium geometry. Source: OMol25; level of theory: ωB97M-V/def2-TZVPD.

Summary:
HOMO-LUMO gap (spin up / spin down)	0.2618 / 0.3131	Eh
energy above the lowest of the compared OMol25 structures with the same formula, charge and spin	604.93	kJ/mol
LUMO (spin up / spin down)	0.51 / 0.87	eV
E_HOMO (spin up / spin down)	-0.243 / -0.281	hartree

```
33
Properties=species:S:1:pos:R:3:forces:R:3:lowdin_charge:R:1
N 0.5822 -0.5318 0.0738 0.43 -0.64 -1.68 -0.066
N -1.6449 -0.4888 -0.4649 1.00 1.33 -0.88 0.010
N -1.9914 0.7927 -0.3881 -0.07 -0.68 2.69 -0.281
C 2.4124 0.5750 1.3883 -1.49 -0.38 -3.01 -0.121
C 2.7672 -0.6009 -1.0293 -3.42 2.94 3.81 -0.116
C 1.1553 -0.4212 -1.2642 1.66 0.61 0.27 -0.214
C -2.1897 -1.4720 0.4176 0.58 1.10 2.08 -0.299
C -1.2968 -2.7069 0.3073 -3.19 0.66 -1.64 -0.086
C 0.9027 0.5612 0.8737 -0.87 0.45 2.76 -0.305
C -2.3200 1.5003 0.9269 1.84 -1.73 -1.17 -0.020
C 3.2487 0.5428 0.0010 -0.48 -2.27 1.67 -0.153
C -1.7861 1.5444 -1.5829 1.17 0.77 -1.06 -0.093
H 2.5429 1.4528 2.0216 0.34 0.11 -0.32 0.093
H -0.8987 1.0179 -2.1469 -2.39 0.95 0.60 0.084
H -1.8570 0.9583 1.7661 -0.62 -0.22 -0.41 0.062
H -3.3698 1.5617 0.9967 -1.18 0.38 0.46 0.064
H -0.4146 -2.1967 0.5043 2.43 -0.46 -0.13 0.009
H -2.2221 -1.1305 1.5228 0.04 -0.41 -1.38 0.124
H -1.6400 -3.3280 1.0780 -0.03 -1.41 1.03 0.046
H -1.3552 2.5932 -1.3363 -1.15 -1.51 -0.44 0.101
H 3.3494 -0.6775 -1.8541 1.61 0.14 -2.75 0.054
H -1.7973 2.4345 0.9783 -0.14 0.81 -0.43 0.066
H 0.8794 -1.3609 -1.7340 -0.45 0.44 -0.89 0.093
H 0.9097 0.5804 -1.8594 0.50 -2.08 1.12 0.121
H -2.8177 1.5604 -2.1003 1.96 0.41 0.02 0.103
H 0.6021 1.5027 0.4133 0.40 0.65 -0.27 0.097
H 3.1738 1.4637 -0.4935 -0.18 1.53 -0.57 0.070
H -3.1999 -1.6210 0.1153 -1.09 -0.26 -0.24 0.099
H 4.2708 0.4213 0.3435 0.46 -0.20 -0.53 0.084
H 0.2169 0.4627 1.7623 0.74 0.26 -0.32 0.104
H 2.7429 -1.5199 -0.5334 0.49 -1.59 0.89 0.073
H 2.5644 -0.3186 1.9987 0.15 0.02 -0.26 0.098
H -1.5197 -3.1514 -0.7022 0.98 0.28 0.98 0.098
```
Positions in Å, forces in eV/Å.

---

# 3
3 unconnected molecules or ions with the total composition C9H21N3O3 in a non-equilibrium geometry. Source: OMol25; level of theory: ωB97M-V/def2-TZVPD.

Summary:
HOMO-LUMO gap	0.3634	Eh
SMILES	CNC(C)=O.CNC(C)=O.CNC(C)=O
energy above the lowest of the compared OMol25 structures with the same formula, charge and spin	158.25	kJ/mol
LUMO	0.51	eV
E_HOMO	-0.345	hartree

```
36
Properties=species:S:1:pos:R:3:forces:R:3:lowdin_charge:R:1
O 4.1817 7.0296 0.5076 -0.13 0.30 -0.22 0.031
O -3.4699 -1.6064 1.3637 -1.02 -0.81 -2.00 0.047
O -3.2836 -6.6382 -4.5437 0.40 0.82 -0.31 0.037
N -1.4803 -0.7624 1.7730 0.66 0.02 -0.57 0.009
N -4.3500 -4.8215 -3.6822 0.87 -0.68 -0.04 -0.016
N 6.2415 6.2965 0.9699 0.03 -1.26 0.98 -0.002
C -3.2374 -5.4709 -4.1810 -1.53 -0.54 1.39 -0.543
C 7.0278 7.1910 0.1284 0.12 0.07 0.78 -0.063
C 4.2240 5.2549 1.9455 0.05 -2.05 2.59 -0.023
C -5.6738 -5.4414 -3.4994 0.58 1.52 0.37 -0.059
C -2.6280 -1.3380 2.1724 -2.58 0.91 1.51 -0.547
C -2.0035 -4.6342 -4.0590 1.14 0.68 -0.10 -0.018
C 4.8878 6.2558 1.1384 -0.15 2.53 -2.21 -0.572
C -3.1054 -1.4952 3.6369 1.45 -1.17 0.23 0.005
C -0.2914 -0.7877 2.5116 2.62 -0.40 1.59 -0.128
H 3.7842 5.5337 2.9030 -0.35 1.39 -0.29 0.089
H 0.6039 -0.8496 1.8929 -0.26 0.27 -0.56 0.086
H -0.1422 -1.6881 3.1076 -0.44 -0.17 0.29 0.082
H 6.7442 5.7528 1.6569 0.22 0.02 -0.32 0.126
H -0.0785 0.0481 3.1781 -0.51 0.27 0.01 0.085
H -2.2563 -1.9015 4.1866 0.03 0.42 0.68 0.059
H 7.5341 7.8944 0.7894 -0.19 0.50 -0.15 0.078
H 6.4200 7.7097 -0.6129 -0.03 -0.21 0.25 0.088
H -6.0087 -5.2148 -2.4872 0.05 -0.13 0.15 0.075
H 3.3954 4.7805 1.4197 0.48 -0.15 -0.23 0.098
H -4.1204 -3.9866 -3.1623 -0.46 -0.12 -0.10 0.118
H -2.0147 -3.8053 -3.3512 -0.71 -0.18 0.42 0.070
H -5.6745 -6.5254 -3.6141 0.11 0.34 -0.54 0.085
H -1.1546 -5.2354 -3.7334 -0.03 -0.17 -0.52 0.087
H -3.6055 -0.6888 4.1733 0.65 0.57 -0.48 0.082
H -3.8415 -2.2969 3.6961 0.04 -0.03 -0.66 0.077
H 7.8551 6.6527 -0.3342 -0.32 -0.28 -0.29 0.077
H -1.3002 -0.8802 0.7862 -0.62 0.12 -0.06 0.143
H -6.3032 -4.8273 -4.1434 -0.63 -0.95 -0.28 0.078
H -1.7919 -4.0750 -4.9704 0.20 -0.58 -0.41 0.085
H 4.9160 4.5711 2.4371 0.27 -0.87 -0.87 0.074
```
Positions in Å, forces in eV/Å.